Density functional theory data (ωB97M-V/def2-TZVPD) for one molecule with the formula C4H10N4 at a distorted geometry.

- SMILES string = [H]/N=C(N)/N=C\N(C)C
- largest force on an atom (Eh/bohr) = 0.1116
- DFT total energy (eV) = -10267.6916
- orbital gap (eV) = 9.4
- total charge = 0
- highest occupied orbital energy (eV) = -8.5
- lowest unoccupied orbital energy (eV) = 0.894

Geometry as XYZ:
```
18
Properties=species:S:1:pos:R:3:forces:R:3:mulliken_charge:R:1
H 2.437365 -1.290930 1.041027 -2.711 0.805 0.723 0.19
N 1.447426 -0.798540 1.152555 3.423 2.686 -0.933 -0.81
C 1.668869 0.309160 0.385808 -2.596 -2.212 0.443 0.53
N 2.677466 0.274395 -0.490799 4.947 -1.069 -0.903 -0.46
N 0.820930 1.404560 0.044292 -1.867 -2.180 2.073 -0.62
C -0.501796 1.197537 0.171694 0.934 2.105 2.031 0.25
N -1.211600 0.043094 0.072290 1.429 2.437 -0.351 0.12
C -2.676745 0.123631 0.201474 1.827 2.264 -2.263 -0.91
C -0.430397 -0.982986 -0.589454 -1.644 -1.258 -2.307 -1.14
H 3.166533 1.128703 -0.693706 -0.578 0.704 -0.305 0.25
H 3.471037 -0.402790 -0.278183 -1.730 0.921 -0.208 0.20
H -1.037322 2.153629 0.581176 0.381 -1.840 -1.384 0.21
H -3.227699 -0.228504 -0.684246 0.284 0.976 -0.082 0.28
H -2.975672 -0.472033 0.911804 -1.325 -4.004 3.895 0.45
H -2.931132 1.069066 0.724782 0.050 0.039 -1.442 0.29
H 0.195052 -1.589271 0.134300 -1.311 0.212 -1.127 0.35
H 0.238504 -0.502848 -1.334801 0.065 -0.015 0.891 0.40
H -1.130817 -1.435870 -1.350018 0.420 -0.571 1.252 0.40
```
Forces are in eV/Å.

***

Density functional theory data (ωB97M-V/def2-TZVPD) for one molecule with the formula C4H10N4 at a distorted geometry.

- SMILES string = C=NN/C=N\N(C)C
- largest force on an atom (Eh/bohr) = 0.0459
- DFT total energy (eV) = -10267.2974
- orbital gap (eV) = 8.8
- total charge = 0
- highest occupied orbital energy (eV) = -8.0
- lowest unoccupied orbital energy (eV) = 0.836

Geometry as XYZ:
```
18
Properties=species:S:1:pos:R:3:forces:R:3:mulliken_charge:R:1
C -3.232995 -0.447388 -0.010191 -0.560 -0.215 0.550 -0.31
N -2.505403 0.585179 -0.029728 0.693 0.141 -0.137 -0.78
N -1.133547 0.397950 0.006638 -1.519 0.471 0.107 0.36
C -0.351038 1.521541 0.002214 2.280 0.288 -0.542 0.02
N 0.953763 1.588774 -0.045617 -1.616 -0.048 0.271 -0.78
N 1.730586 0.363993 -0.025450 -0.705 0.944 0.169 0.13
C 1.666064 -0.344707 1.235033 0.710 0.022 -0.446 -0.76
C 1.643428 -0.405311 -1.232947 0.522 -0.127 0.081 -0.77
H -2.832007 -1.454398 0.130497 0.028 -0.014 -0.224 0.21
H -4.326755 -0.327138 0.008674 0.659 0.061 -0.168 0.25
H -0.795308 -0.551996 0.004357 0.344 0.113 0.032 0.30
H -0.867466 2.504733 -0.038675 0.085 -1.035 0.143 0.41
H 1.832875 0.421235 2.015998 -0.253 -0.725 -0.148 0.26
H 2.497464 -1.066459 1.206713 -0.102 0.259 0.325 0.33
H 0.765033 -0.961283 1.401124 -0.148 0.330 0.195 0.28
H 1.703008 0.257881 -2.108797 0.092 -0.219 0.351 0.25
H 0.734465 -1.009487 -1.325042 -0.169 -0.245 -0.136 0.29
H 2.517841 -1.073112 -1.194796 -0.343 -0.003 -0.422 0.33
```
Forces are in eV/Å.

***

Density functional theory data (ωB97M-V/def2-TZVPD) for one molecule with the formula C4H10N4 at a distorted geometry.

- SMILES string = C=NN/C=N\N(C)C
- largest force on an atom (Eh/bohr) = 0.1418
- DFT total energy (eV) = -10264.3951
- orbital gap (eV) = 8.5
- total charge = 0
- highest occupied orbital energy (eV) = -8.3
- lowest unoccupied orbital energy (eV) = 0.131

Geometry as XYZ:
```
18
Properties=species:S:1:pos:R:3:forces:R:3:mulliken_charge:R:1
C -1.131544 -3.229869 -0.858762 -3.512 3.249 -1.193 -0.37
N -1.540702 -2.006614 -0.354443 3.119 -4.772 -2.524 -0.41
N -0.447504 -1.030063 -0.283321 2.902 -6.676 0.420 -0.06
C -0.947168 0.054951 0.281730 -0.647 4.219 0.125 -0.07
N -0.479888 1.254872 0.441280 0.338 -2.489 0.446 -0.66
N 0.962184 1.108847 0.454788 0.442 1.717 -2.929 0.06
C 1.419695 2.049806 1.511265 0.851 -4.465 -0.051 -0.75
C 1.474105 1.537978 -0.997223 -4.032 1.740 1.062 -0.75
H -1.867228 -3.986425 -1.452850 0.921 1.968 2.595 0.22
H -0.189410 -3.400925 -1.349077 1.064 0.395 0.643 0.27
H 0.558554 -1.595738 -0.035562 -3.421 2.921 -0.815 0.36
H -1.986899 -0.090492 0.348464 -1.385 0.410 0.256 0.51
H 0.820543 1.533513 2.404725 1.569 2.250 -1.337 0.30
H 1.317184 3.095309 1.215186 -0.181 0.014 0.625 0.28
H 2.484107 1.610321 1.478377 -0.945 1.726 1.085 0.27
H 0.810469 0.963345 -1.745801 1.374 0.751 1.163 0.24
H 2.519427 1.392104 -1.133031 0.718 -0.281 0.060 0.31
H 1.184100 2.712490 -1.160612 0.823 -2.675 0.371 0.26
```
Forces are in eV/Å.

***

Density functional theory data (ωB97M-V/def2-TZVPD) for one molecule with the formula C4H10N4O.

- largest force on an atom (Eh/bohr) = 0.0186
- DFT total energy (eV) = -12313.2178
- orbital gap (eV) = 6.4
- total charge = 0
- highest occupied orbital energy (eV) = -5.7
- lowest unoccupied orbital energy (eV) = 0.611

Geometry as XYZ:
```
19
Properties=species:S:1:pos:R:3:forces:R:3:mulliken_charge:R:1
C 0.149438 0.092026 1.553651 -0.051 0.133 0.135 0.32
N 0.212797 0.909051 2.633645 -0.014 -0.254 -0.507 -0.34
N 1.019228 -0.931411 1.428057 -0.484 0.359 0.041 -0.30
O -1.644078 1.335100 0.846523 0.342 -0.243 -0.150 -0.50
N -0.763765 0.256556 0.617571 -0.204 -0.418 0.186 0.05
H -1.556096 1.884542 0.047038 0.146 -0.035 0.156 0.38
H 1.790452 -0.985856 2.072573 -0.020 -0.078 -0.353 0.18
H 0.986067 -1.381189 0.502555 0.334 0.011 0.252 0.35
H -0.511859 1.605027 2.709231 0.162 -0.059 0.176 0.23
H 0.806045 0.659175 3.406217 -0.233 0.167 -0.013 0.20
C -0.527172 0.027033 -1.056367 0.260 0.867 -0.308 0.02
C -0.029297 -1.890922 -2.248533 0.117 0.393 0.298 -0.36
C 0.229033 1.139984 -1.580890 -0.021 -0.437 -0.165 -0.97
N 0.146799 -1.237446 -1.175323 -0.143 -0.502 -0.406 -0.44
H -1.590329 -0.062753 -1.330337 -0.075 0.042 0.506 0.32
H -0.699120 -1.561657 -3.046465 0.013 0.070 0.072 0.26
H 0.531194 -2.807484 -2.404794 -0.013 -0.045 0.031 0.26
H 1.207350 0.885881 -1.968811 0.199 -0.110 0.263 0.21
H 0.243314 2.064344 -1.005543 -0.316 0.141 -0.214 0.13
```
Forces are in eV/Å.

***

Density functional theory data (ωB97M-V/def2-TZVPD) for one molecule with the formula C4H10N4O at a distorted geometry.

- SMILES string = C/C(=N/N(C)N)C(N)=O
- largest force on an atom (Eh/bohr) = 0.0665
- DFT total energy (eV) = -12314.7330
- orbital gap (eV) = 9.0
- total charge = 0
- highest occupied orbital energy (eV) = -8.2
- lowest unoccupied orbital energy (eV) = 0.805

Geometry as XYZ:
```
19
Properties=species:S:1:pos:R:3:forces:R:3:mulliken_charge:R:1
C 0.602347 -1.294483 2.312528 0.707 -0.012 -0.300 -1.29
C 0.465596 -0.757211 0.930975 -3.016 1.389 -0.819 0.84
N 1.136984 -0.928695 -0.111918 -0.408 0.608 -2.319 -0.70
N 0.152407 -0.017033 -1.174725 0.198 0.423 1.937 0.59
C 0.907332 1.052577 -1.823305 0.494 -0.454 0.225 -1.03
N -0.577167 -0.727611 -2.129468 0.486 -1.685 -0.564 -0.88
C -0.931196 0.062857 0.561938 1.620 -0.790 2.431 0.65
N -0.897533 1.408258 0.904875 -0.146 -0.585 -0.365 -0.44
O -1.964251 -0.597273 0.595212 0.263 0.422 -0.851 -0.70
H -0.214995 -1.995736 2.496376 0.065 0.085 -0.074 0.31
H 1.566828 -1.789546 2.437412 -0.121 -0.070 0.106 0.37
H 0.520838 -0.476149 3.032280 -0.043 -0.058 -0.081 0.32
H 1.545274 1.540943 -1.084588 -0.128 -0.047 -0.004 0.36
H 0.243111 1.804089 -2.265561 -0.101 -0.289 0.141 0.30
H 1.551836 0.629218 -2.598501 -0.039 0.095 -0.072 0.35
H -1.127009 -1.431694 -1.639824 -0.084 0.297 0.051 0.29
H -1.221505 -0.129958 -2.648619 0.387 0.204 0.438 0.25
H -1.757474 1.773228 1.290229 0.420 0.294 -0.097 0.24
H -0.001423 1.874219 0.914686 -0.553 0.175 0.218 0.20
```
Forces are in eV/Å.

***

Density functional theory data (ωB97M-V/def2-TZVPD) for an isolated ion of composition C4H10N4OS and charge +2 at a distorted geometry.

- largest force on an atom (Eh/bohr) = 0.0906
- DFT total energy (eV) = -23133.9675
- orbital gap (eV) = 10.2
- total charge = +2
- highest occupied orbital energy (eV) = -18.4
- lowest unoccupied orbital energy (eV) = -8.236

Geometry as XYZ:
```
20
Properties=species:S:1:pos:R:3:forces:R:3:mulliken_charge:R:1
C 0.513110 1.822360 0.441764 -0.832 -1.798 -0.984 0.72
C 0.431259 -0.623761 0.593383 -2.575 -0.116 -1.209 0.78
C 0.534105 -2.987137 0.937968 1.550 -1.559 1.178 -0.86
C -1.893605 0.656670 -2.061179 3.436 -0.362 0.156 -0.72
N -0.643207 1.861012 -0.079936 -3.076 1.387 -0.703 -0.52
N -0.895092 -0.646441 0.123185 3.378 -1.348 1.591 -0.24
N 1.004605 0.549677 0.673941 1.247 1.275 1.011 -0.10
N 1.309594 2.838816 0.587417 3.983 -1.201 2.095 -0.35
O 1.146066 -1.652712 0.894740 -1.357 0.922 -0.390 -0.28
S -1.818596 0.774154 -0.212487 1.183 0.008 -0.634 0.48
H 1.272384 -3.552625 1.568586 -1.036 0.654 -0.094 0.28
H 0.688400 -3.498712 -0.004590 -0.634 0.421 -0.565 0.39
H -0.472884 -3.006360 1.393028 0.575 0.164 -0.340 0.43
H -2.821068 0.402334 -2.554282 -0.536 0.566 0.378 0.39
H -1.135357 -0.195944 -2.332149 -1.275 1.665 0.514 0.30
H -1.355140 1.655900 -2.226285 -1.317 -1.315 -0.648 0.36
H -1.159391 -1.612536 0.033545 -1.221 -0.150 -0.308 0.24
H 1.938772 0.650953 0.914693 2.316 -1.125 0.856 0.18
H 1.042053 3.709484 0.283631 -1.133 2.431 -0.809 0.26
H 2.313991 2.854867 1.025027 -2.676 -0.517 -1.096 0.27
```
Forces are in eV/Å.

***

Density functional theory data (ωB97M-V/def2-TZVPD) for an isolated ion of composition C4H10N5O and charge +1 at a distorted geometry.

- SMILES string = C/N=[NH+]/N=C(N)\C=C(\N)O
- largest force on an atom (Eh/bohr) = 0.1159
- DFT total energy (eV) = -13798.1639
- orbital gap (spin up / spin down) (eV) = 8.2 / 8.2
- total charge = +1
- highest occupied orbital energy (spin up / spin down) (eV) = -12.3 / -12.3
- lowest unoccupied orbital energy (spin up / spin down) (eV) = -4.149 / -4.148

Geometry as XYZ:
```
20
Properties=species:S:1:pos:R:3:forces:R:3:mulliken_charge:R:1
C 1.594724 1.351312 -1.274496 3.579 0.734 4.708 -1.00
N 0.875587 0.191811 -0.888952 1.800 -0.293 -0.143 0.06
N 0.370160 -0.460543 -1.808453 0.236 0.295 -0.224 0.34
N -0.423602 -1.496751 -1.527055 -0.273 -0.507 -1.745 -0.80
C -1.133218 -1.380796 -0.397011 1.178 0.389 -0.910 0.58
N -2.243123 -2.136613 -0.315787 -1.538 -1.161 -0.768 -0.41
C -0.867851 -0.362426 0.562506 -2.135 -0.873 -0.640 -0.65
C 0.039589 -0.194498 1.549672 1.260 -1.381 -0.707 0.56
N -0.062773 0.743774 2.438222 1.164 3.361 3.502 -0.44
O 1.124888 -0.969700 1.709437 -0.511 0.242 -0.373 -0.50
H 1.439156 2.057937 -0.357206 0.208 -0.768 -2.008 0.30
H 2.799088 1.181520 -1.214740 -2.896 -0.007 -0.212 0.29
H 1.362925 1.782433 -2.174983 -0.810 1.131 -2.290 0.45
H 0.566564 -0.085663 -2.804975 -1.072 -1.511 1.344 0.29
H -3.046540 -1.836133 0.269920 1.308 -0.506 -0.360 0.24
H -2.502186 -2.797104 -1.107828 0.668 1.574 1.310 0.29
H -1.818539 0.008561 0.756698 -1.564 1.306 1.064 0.44
H -0.668928 1.578642 2.508228 -0.022 -1.406 -1.026 0.25
H 0.716273 0.922166 3.104487 -0.677 -0.944 -0.823 0.27
H 1.101004 -1.693168 1.056280 0.099 0.326 0.302 0.43
```
Forces are in eV/Å.